# 1
The following is a quantum chemistry calculation of 6 unconnected molecules or ions with the total composition C5H12N at a distorted geometry, from the OMol25 dataset.

Calculated values
frontier orbital gap: 1.60 eV
net charge: +1
energy above the lowest of the compared OMol25 structures with the same formula, charge and spin: 23.425 eV

Each line ends with the Mulliken charge.
Geometry (Å):
C1 -1.267 -0.266 0.229  -0.07
C2 -0.127 0.940 -0.186  -0.28
C3 1.046 0.486 -1.031  -0.59
C4 2.546 0.383 1.014  -0.79
C5 2.278 0.244 -0.482  -0.14
N1 -1.717 -0.757 1.287  -0.31
H1 -2.449 0.649 -0.843  0.16
H2 -0.759 -1.303 -0.273  0.23
H3 0.423 0.845 0.825  -0.07
H4 -0.329 2.015 0.200  0.42
H5 -7.228 -3.043 -1.873  0.23
H6 1.025 0.079 -2.086  0.35
H7 1.871 0.096 1.782  0.41
H8 3.520 0.820 1.355  0.25
H9 3.231 0.076 -1.042  0.35
H10 -7.079 -4.071 -1.879  0.23
H11 -0.171 1.900 -1.663  0.34
H12 -6.890 -3.488 -0.774  0.26

=====

# 2
The following is a quantum chemistry calculation of 8 unconnected molecules or ions with the total composition C22H56BClO10 at a distorted geometry, from the OMol25 dataset.

Calculated values
frontier orbital gap: 10.25 eV
SMILES: CB(O)[C@H]1C[C@H](CCCCl)OC1=O.CCO.CCO.CCO.CCO.CCO.CCO.CCO

Each line ends with the Mulliken charge.
Geometry (Å):
C1 -1.337 0.245 2.950  -0.76
B1 -2.394 0.864 1.844  0.33
O1 -3.730 0.279 1.785  -0.60
C2 -1.855 2.058 0.882  0.71
C3 -0.709 1.333 0.018  -0.28
C4 -1.107 1.667 -1.533  -0.14
C5 0.305 1.653 -2.301  -0.51
C6 0.728 0.090 -2.453  0.07
C7 1.917 -0.375 -1.467  0.08
Cl1 2.191 -2.187 -1.843  -0.26
O2 -1.827 2.915 -1.353  -0.45
C8 -2.792 2.616 -0.297  0.15
O3 -4.039 2.738 -0.358  -0.56
H1 -1.741 -0.747 3.385  0.09
H2 -0.331 -0.029 2.450  0.24
H3 -1.196 0.968 3.832  0.29
H4 -3.595 -0.609 1.367  0.32
H5 -1.528 2.992 1.453  0.19
H6 0.404 1.515 0.276  -0.20
H7 -0.979 0.221 0.074  0.05
H8 -1.806 0.909 -2.033  0.39
H9 0.242 2.097 -3.366  0.32
H10 1.057 2.275 -1.698  0.19
H11 0.974 -0.223 -3.525  0.11
H12 -0.196 -0.537 -2.142  0.05
H13 2.917 0.141 -1.650  0.00
H14 1.620 -0.357 -0.353  0.12
C9 7.117 1.518 -0.914  -1.26
C10 5.992 1.217 -1.884  -0.04
O4 4.851 2.010 -1.571  -0.41
H15 6.803 1.316 0.114  0.31
H16 7.999 0.913 -1.138  0.37
H17 7.396 2.575 -0.960  0.35
H18 5.702 0.166 -1.819  0.28
H19 6.295 1.428 -2.913  0.23
H20 5.115 2.937 -1.641  0.23
C11 2.240 -0.677 -7.217  -0.95
C12 1.965 -1.637 -6.076  -0.28
O5 1.011 -1.076 -5.181  -0.45
H21 2.616 0.276 -6.834  0.08
H22 2.976 -1.094 -7.909  0.35
H23 1.322 -0.458 -7.770  0.42
H24 2.880 -1.835 -5.514  0.28
H25 1.577 -2.589 -6.452  0.27
H26 0.200 -0.911 -5.682  0.22
C13 1.571 4.770 1.845  -1.06
C14 2.204 3.415 2.095  -0.22
O6 2.555 2.807 0.858  -0.38
H27 0.679 4.667 1.220  0.20
H28 1.289 5.248 2.786  0.36
H29 2.262 5.427 1.309  0.39
H30 1.504 2.754 2.611  0.23
H31 3.104 3.512 2.710  0.33
H32 3.180 3.393 0.412  0.19
C15 -4.928 -1.074 6.331  -0.94
C16 -3.967 -1.912 5.512  -0.01
O7 -2.663 -1.854 6.078  -0.52
H33 -4.592 -0.034 6.370  0.31
H34 -5.933 -1.105 5.906  0.23
H35 -4.971 -1.434 7.362  0.27
H36 -3.910 -1.537 4.488  0.16
H37 -4.291 -2.958 5.479  0.21
H38 -2.722 -2.196 6.980  0.30
C17 -1.101 -4.324 -1.829  -0.54
C18 -0.700 -5.455 -0.902  -0.29
O8 0.624 -5.882 -1.195  -0.51
H39 -1.043 -4.644 -2.872  0.26
H40 -2.120 -3.989 -1.618  0.34
H41 -0.421 -3.474 -1.718  -0.07
H42 -1.367 -6.310 -1.031  0.29
H43 -0.744 -5.137 0.144  0.25
H44 1.210 -5.123 -1.070  0.29
C19 4.077 3.027 -5.437  -0.55
C20 5.413 2.619 -6.026  -0.33
O9 5.855 1.400 -5.441  -0.48
H45 4.157 3.150 -4.353  0.07
H46 3.728 3.966 -5.873  0.38
H47 3.323 2.255 -5.615  0.06
H48 6.168 3.382 -5.827  0.31
H49 5.337 2.482 -7.110  0.28
H50 5.187 0.727 -5.629  0.27
C21 -8.844 -2.524 8.102  -1.03
C22 -7.879 -3.361 7.286  -0.24
O10 -6.576 -3.303 7.855  -0.47
H51 -8.510 -1.484 8.143  0.27
H52 -9.848 -2.556 7.673  0.33
H53 -8.892 -2.884 9.134  0.32
H54 -7.818 -2.985 6.263  0.28
H55 -8.201 -4.406 7.251  0.30
H56 -6.636 -3.645 8.757  0.27

=====

# 3
The following is a quantum chemistry calculation of a molecular structure, C4H7NO2 at a distorted geometry, from the OMol25 dataset.

Calculated values
frontier orbital gap: 9.51 eV
energy above the lowest of the compared OMol25 structures with the same formula, charge and spin: 6.117 eV

Each line ends with the Mulliken charge.
Geometry (Å):
C1 1.427 -0.066 -1.097  -0.89
C2 0.440 -0.063 -0.194  0.12
N1 0.152 -1.164 0.656  -0.29
O1 0.646 -2.322 0.006  -0.42
C3 -0.373 1.128 0.160  0.16
C4 -1.828 1.008 0.289  -0.43
O2 -1.005 1.220 1.426  -0.44
H1 1.937 -0.981 -1.378  0.30
H2 1.768 0.880 -1.485  0.25
H3 1.084 -0.515 0.982  0.38
H4 0.422 -3.043 0.611  0.34
H5 0.065 2.053 -0.201  0.36
H6 -2.453 1.847 -0.012  0.28
H7 -2.281 0.018 0.236  0.26

=====

# 4
The following is a quantum chemistry calculation of 8 unconnected molecules or ions with the total composition C16H48O8S at a distorted geometry, from the OMol25 dataset.

Calculated values
frontier orbital gap: 9.07 eV
energy above the lowest of the compared OMol25 structures with the same formula, charge and spin: 3.237 eV

Each line ends with the Mulliken charge.
Geometry (Å):
C1 1.410 -0.973 3.949  -0.70
C2 2.819 -1.415 3.717  0.05
O1 3.595 -1.154 4.842  -0.57
H1 0.909 -1.286 2.966  -0.10
H2 1.309 -0.001 4.063  0.43
H3 0.960 -1.521 4.820  0.29
H4 3.250 -0.961 2.888  0.21
H5 2.936 -2.504 3.318  0.06
H6 4.580 -0.960 4.593  0.34
C3 -3.814 3.566 -0.978  -1.14
C4 -2.963 2.530 -1.817  0.82
O2 -3.169 2.878 -3.180  -0.60
H7 -3.435 4.676 -1.205  0.25
H8 -3.869 3.247 0.098  0.23
H9 -4.733 3.443 -1.288  0.45
H10 -3.282 1.455 -1.770  0.00
H11 -1.875 2.604 -1.683  -0.30
H12 -2.528 3.657 -3.470  0.33
C5 -2.635 -2.176 -2.853  -1.12
C6 -2.607 -3.439 -1.912  0.07
O3 -3.823 -3.995 -1.784  -0.58
H13 -3.071 -2.430 -3.656  0.69
H14 -1.624 -1.673 -3.214  0.08
H15 -3.285 -1.505 -2.381  0.16
H16 -1.943 -2.942 -1.106  -0.08
H17 -1.987 -4.088 -2.403  0.46
H18 -4.108 -3.957 -0.874  0.34
C7 3.507 2.112 -2.192  -0.72
C8 4.612 2.868 -2.980  -1.03
O4 5.728 2.023 -3.035  -0.56
H19 3.301 1.246 -2.858  0.23
H20 2.606 2.701 -2.043  0.29
H21 3.858 1.795 -1.352  0.43
H22 4.683 3.624 -2.425  0.63
H23 4.482 2.854 -3.935  0.41
H24 6.636 2.659 -3.052  0.31
C9 2.681 -4.212 0.935  -1.98
C10 1.296 -4.264 1.373  0.25
O5 0.470 -3.802 0.433  -0.35
H25 3.271 -4.075 1.667  0.67
H26 2.850 -3.359 0.395  0.48
H27 3.186 -4.720 0.229  0.50
H28 1.251 -3.502 2.245  -0.06
H29 1.175 -5.127 1.874  0.44
H30 0.908 -3.034 0.160  0.18
C11 2.265 2.335 1.956  -0.64
C12 1.932 3.453 1.065  -0.88
O6 0.835 3.129 0.268  -0.32
H31 2.647 2.590 2.832  0.76
H32 2.564 1.327 1.493  0.03
H33 1.342 2.107 2.646  0.17
H34 2.927 3.438 0.826  0.39
H35 1.900 4.453 1.591  0.26
H36 0.012 3.491 0.606  0.25
C13 -4.545 0.538 1.359  -1.04
C14 -4.528 -0.983 0.911  0.06
O7 -3.603 -1.712 1.740  -0.50
H37 -5.338 1.135 0.669  0.25
H38 -3.543 1.134 1.434  0.15
H39 -5.165 0.889 2.216  0.45
H40 -4.134 -0.858 -0.275  -0.07
H41 -5.480 -1.429 1.115  0.44
H42 -3.714 -2.583 1.588  0.26
C15 -0.562 -0.003 0.300  -1.35
S1 0.984 0.027 -0.597  0.96
O8 1.440 -1.387 -0.716  -0.91
C16 0.443 0.601 -2.199  -0.72
H43 -1.132 -0.949 -0.077  -0.15
H44 -1.282 0.785 0.422  0.36
H45 -0.518 -0.191 1.194  1.04
H46 0.031 1.489 -2.098  0.27
H47 -0.407 -0.113 -2.373  -0.17
H48 1.109 0.422 -3.017  0.47

=====

# 5
The following is a quantum chemistry calculation of a single C5H6O molecule, from the OMol25 dataset.

Calculated values
frontier orbital gap: 10.30 eV
energy above the lowest of the compared OMol25 structures with the same formula, charge and spin: 2.815 eV
SMILES: O=CCC1C=C1

Each line ends with the Mulliken charge.
Geometry (Å):
O1 -1.491 2.303 0.206  -0.48
C1 -0.705 1.444 -0.108  0.02
C2 -1.025 0.027 -0.488  -0.54
C3 -0.048 -0.890 0.259  -0.27
C4 1.365 -1.011 -0.207  -0.32
C5 1.201 -0.327 0.878  -0.56
H1 0.383 1.651 -0.097  0.37
H2 -2.068 -0.198 -0.248  0.30
H3 -0.897 -0.080 -1.577  0.29
H4 -0.528 -1.713 0.784  0.39
H5 1.963 -1.301 -1.053  0.38
H6 1.569 0.266 1.699  0.42

=====

# 6
The following is a quantum chemistry calculation of a molecular structure, C6H12Br9N3O6 at a distorted geometry, from the OMol25 dataset.

Calculated values
frontier orbital gap: 9.59 eV
energy above the lowest of the compared OMol25 structures with the same formula, charge and spin: 0.431 eV

Each line ends with the Mulliken charge.
Geometry (Å):
C1 3.092 -1.116 -3.797  -0.57
N1 3.769 -1.894 -2.689  0.84
O1 3.055 -2.317 -1.799  -0.44
O2 4.960 -2.083 -2.763  -0.52
H1 3.897 -0.537 -4.237  0.30
H2 2.337 -0.508 -3.320  0.06
H3 2.761 -1.904 -4.467  0.28
C2 -3.307 0.507 2.935  -0.47
N2 -3.419 0.649 4.424  0.89
O3 -4.518 0.863 4.894  -0.55
O4 -2.400 0.454 5.060  -0.54
H4 -4.189 0.953 2.491  0.31
H5 -3.425 -0.566 2.770  0.29
H6 -2.314 0.814 2.643  0.02
C3 -3.482 -0.753 -1.173  -0.44
N3 -3.152 0.691 -1.086  0.86
O5 -3.230 1.388 -2.087  -0.50
O6 -2.698 1.077 -0.007  -0.41
H7 -2.533 -1.253 -0.995  -0.04
H8 -3.836 -1.037 -2.157  0.27
H9 -4.209 -0.865 -0.372  0.28
C4 0.421 2.928 -1.085  0.19
Br1 -0.388 3.186 -2.822  -0.02
Br2 0.794 4.664 -0.234  -0.03
Br3 2.128 2.003 -1.360  0.01
H10 -0.245 2.296 -0.513  -0.16
C5 0.248 -1.434 0.320  -0.17
Br4 -1.056 -2.821 0.776  -0.05
Br5 0.052 0.139 1.424  0.04
Br6 0.057 -0.943 -1.595  0.02
H11 1.236 -1.873 0.341  0.28
C6 3.814 -0.022 2.078  -0.07
Br7 4.913 0.672 3.537  -0.03
Br8 2.969 -1.703 2.626  -0.04
Br9 4.882 -0.300 0.451  -0.01
H12 3.013 0.643 1.786  0.13

=====

Number 1: HOMO -9.222 eV. Number 2: HOMO -9.858 eV. Number 3: HOMO -8.643 eV. Number 4: HOMO -8.844 eV. Number 5: HOMO -9.233 eV. Number 6: HOMO -10.302 eV.